1.
Formula: C23H32GdN8O3S2
Source: the OMol25 dataset
Level of theory: ωB97M-V/def2-TZVPD

The geometry in XYZ format:
```
69
Properties=species:S:1:pos:R:3
Gd -0.418 0.041 0.060
S -1.748 -2.544 -0.810
S 3.102 2.324 2.910
O 0.499 1.530 1.761
O 1.224 -1.659 -0.792
O -2.585 -0.127 1.817
N 3.415 -1.804 0.968
N 0.710 2.821 1.768
N 2.087 -2.413 2.797
N -0.027 -1.426 1.986
N 4.327 -2.838 2.831
N 0.389 -3.149 -2.445
N -1.677 -3.693 -3.244
N -4.216 -1.239 0.706
C 5.335 -3.007 -3.385
C 4.341 -3.977 -3.594
C 3.236 -2.327 2.168
C 2.707 -2.670 -2.330
C -3.120 -3.807 -3.185
C 2.022 4.744 2.207
C 3.064 -3.817 -3.096
C 1.027 5.558 1.730
C 1.390 -2.495 -1.775
C -3.763 1.097 0.144
C -0.794 -5.673 -4.446
C -3.839 -2.554 -3.685
C 1.055 1.414 -1.475
C -0.159 4.985 1.262
C 1.003 -1.870 2.291
C 4.984 -1.843 -2.686
C -3.469 -0.122 0.964
C -0.896 -3.119 -2.218
C 3.712 -1.670 -2.175
C -1.056 -4.167 -4.469
C -2.643 1.155 -0.933
C -0.269 3.622 1.292
C 1.903 3.330 2.267
H 1.323 0.889 -2.401
H 2.951 5.156 2.569
H -0.347 -6.006 -5.390
H -4.621 -1.274 -0.215
H 5.216 -2.448 2.565
H 3.437 -0.734 -1.696
H 4.315 -1.890 0.525
H -3.521 -1.699 -3.082
H -0.973 5.578 0.870
H -3.682 1.956 0.811
H -3.759 -2.100 0.969
H -0.106 -5.899 -3.627
H 6.339 -3.146 -3.767
H 5.721 -1.053 -2.563
H -0.110 -3.647 -4.578
H -1.137 3.090 0.929
H -2.581 2.194 -1.275
H 1.997 1.581 -0.933
H 2.309 -4.575 -3.262
H 4.185 -2.923 3.822
H 0.683 2.406 -1.767
H -4.788 1.059 -0.249
H -1.721 -6.233 -4.287
H -2.997 0.591 -1.800
H -1.702 -3.910 -5.318
H 2.605 -1.725 0.315
H 1.165 6.634 1.712
H -3.416 -3.998 -2.158
H -3.595 -2.350 -4.733
H -3.415 -4.669 -3.794
H -4.926 -2.668 -3.598
H 4.585 -4.872 -4.159
```

* orbital gap (spin up / spin down): 0.14171 / 0.24313 Eh
* multiplicity: 7
* HOMO energy (spin up / spin down): 0.74 / -2.03 eV
* expectation value of S²: 12.276
* charge: -2
* lowest unoccupied orbital energy (spin up / spin down): 4.592 / 4.589 eV
* E_tot: -84937.0329 eV

---

2.
Formula: C8H20O2Si
Source: the OMol25 dataset
Level of theory: ωB97M-V/def2-TZVPD

The geometry in XYZ format:
```
31
Properties=species:S:1:pos:R:3
Si 0.187 0.056 -0.287
O 0.587 -2.773 -0.346
O 3.454 -2.501 -0.344
C 1.138 0.248 -2.013
C -0.787 2.791 -0.449
C -0.215 -1.799 0.214
C -1.291 1.328 -0.066
C 3.478 -1.402 0.585
C -2.462 1.028 -0.908
C -1.787 1.482 1.373
C -0.330 -1.803 1.820
H 1.623 1.167 -2.169
H -2.986 0.348 -0.316
H 4.346 -0.826 0.822
H 0.367 0.016 -2.765
H 2.434 -0.858 0.688
H -0.632 -2.812 2.086
H -1.511 3.541 -0.102
H -1.001 1.898 1.951
H -2.343 0.668 -1.927
H 0.606 -1.582 2.199
H -2.624 2.187 1.365
H 2.102 -0.352 -2.081
H 4.347 -2.501 -0.693
H -2.137 0.619 1.851
H 1.538 -2.811 -0.048
H -1.208 -1.171 2.021
H -1.219 -1.996 -0.106
H -0.763 2.919 -1.460
H -3.130 1.945 -0.839
H 0.219 2.945 -0.053
```

* orbital gap (spin up / spin down): 0.25515 / 0.29829 Eh
* multiplicity: 1
* HOMO energy (spin up / spin down): -6.58 / -8.26 eV
* energy relative to the best compared isomer or geometry (same formula, charge and spin): 192.5 kcal per mole
* lowest unoccupied orbital energy (spin up / spin down): 0.359 / -0.141 eV
* E_tot: -20587.7320 eV

---

3.
Formula: C10H16O2
Source: the OMol25 dataset
Level of theory: ωB97M-V/def2-TZVPD

The geometry in XYZ format:
```
28
Properties=species:S:1:pos:R:3
O -3.348 -1.230 0.138
O -4.029 0.015 -0.450
C -1.268 0.059 -0.125
C -3.487 1.152 0.458
C 2.451 1.225 -0.501
C 0.804 -1.293 0.327
C 0.162 -0.070 -0.406
C -1.926 1.059 0.414
C -2.254 -1.175 -0.577
C 1.053 1.130 0.153
C 2.286 -1.217 0.611
C 3.139 -0.107 -0.227
H -1.931 -2.080 -0.218
H -3.731 2.004 -0.287
H 0.928 0.891 1.203
H 0.209 -1.316 1.270
H -4.087 1.149 1.533
H 0.346 -0.266 -1.517
H 3.096 -0.427 -1.310
H 2.534 -1.087 1.868
H 0.516 -2.178 -0.370
H 2.960 2.090 0.017
H 2.324 1.278 -1.646
H 0.300 1.958 -0.074
H -1.462 1.872 0.886
H -2.406 -1.118 -1.642
H 4.190 -0.019 0.008
H 2.631 -2.299 0.464
```

* orbital gap: 0.38204 Eh
* multiplicity: 1
* HOMO energy: -9.48 eV
* energy relative to the best compared isomer or geometry (same formula, charge and spin): 161.6 kcal per mole
* lowest unoccupied orbital energy: 0.911 eV
* E_tot: -14717.4694 eV

---

4.
Formula: CH4N2
Source: the OMol25 dataset
Level of theory: ωB97M-V/def2-TZVPD

The geometry in XYZ format:
```
7
Properties=species:S:1:pos:R:3
N 0.458 1.141 -0.672
N -0.656 -0.823 -0.070
C 0.267 0.154 0.120
H 1.077 1.773 -0.190
H -1.267 -0.846 -0.849
H 0.783 0.184 1.082
H -0.662 -1.583 0.579
```

* orbital gap: 0.37798 Eh
* multiplicity: 1
* HOMO energy: -9.26 eV
* energy relative to the best compared isomer or geometry (same formula, charge and spin): 25.1 kcal per mole
* lowest unoccupied orbital energy: 1.023 eV
* E_tot: -4081.7928 eV

---

5.
Formula: C40H72BHgKO44
Source: the OMol25 dataset
Level of theory: ωB97M-V/def2-TZVPD

The geometry in XYZ format:
```
159
Properties=species:S:1:pos:R:3
Hg 0.609 -5.072 -0.049
K -1.998 3.952 2.880
O -6.187 -0.461 -0.573
O -0.897 1.551 6.480
O 2.534 -4.461 -1.400
O -0.359 1.262 -1.723
O 2.785 -0.938 0.317
O 6.850 -0.987 2.031
O -1.069 6.929 -0.981
O -0.608 -2.510 -5.163
O 6.010 1.659 -1.648
O 3.398 -6.161 2.848
O -1.664 2.904 -2.427
O 1.281 0.628 -0.046
O -1.085 1.188 0.511
O 4.387 -3.186 -1.449
O -1.239 5.726 0.880
O -3.330 -4.348 2.896
O -0.453 -0.843 -0.678
O 3.079 -3.130 -3.111
O -1.515 1.559 4.346
O -5.254 0.244 -2.374
O 0.539 -2.730 -0.261
O 3.225 -4.111 3.224
O 2.340 -4.914 1.329
O -1.038 -0.950 -6.726
O -7.886 3.125 -1.517
O 7.546 2.230 -3.029
O -2.325 -2.644 -6.598
O -2.580 -2.434 2.294
O -7.834 5.175 -2.322
O -3.159 -3.983 -1.900
O -2.456 2.944 0.357
O 0.352 0.571 5.065
O 0.675 3.765 2.708
O 8.717 -1.777 2.620
O -4.774 -2.708 2.385
O -3.455 -5.409 -0.272
O -4.330 0.802 -0.400
O 2.576 4.381 1.642
O 2.480 4.374 3.835
O 7.902 -0.031 3.734
O -6.622 4.722 -0.651
O -1.476 -4.468 -0.541
O -1.272 7.944 0.852
O 5.626 1.361 -3.841
C -0.896 5.816 -1.829
C -2.291 -3.115 -2.666
C -1.273 2.213 -1.573
C 2.690 -2.796 3.038
C 3.881 4.593 3.917
C 1.794 -3.225 -3.696
C -1.171 6.775 0.291
C 7.860 -0.844 2.884
C 0.774 0.352 3.732
C 9.809 -2.004 3.487
C -6.606 -0.296 0.784
C 0.083 -0.142 -6.399
C -1.241 -2.082 -6.096
C 3.479 -7.248 1.947
C -1.767 2.128 -0.127
C -2.614 -4.002 -6.311
C 1.706 -0.605 0.070
C -2.650 -4.601 -0.875
C -1.761 7.993 2.189
C -5.177 0.228 -1.051
C 4.964 -3.738 -0.283
C 1.984 4.314 0.361
C 1.831 4.111 2.714
C 8.074 2.551 -4.322
C -4.155 0.817 -3.101
C -4.286 -5.331 3.261
C 4.825 1.019 -1.319
C -5.838 3.775 0.053
C 6.312 1.767 -2.947
C -2.178 2.090 6.839
C 0.553 -1.542 -0.318
C 5.797 -0.065 2.224
C 3.280 -3.656 -1.946
C -8.789 4.842 -3.365
C -3.673 -3.134 2.519
C 2.910 -5.042 2.399
C -7.476 4.220 -1.503
C -0.771 1.228 5.225
C -4.793 -5.606 -0.787
C -2.708 -1.069 1.969
B -0.132 0.590 -0.434
H 0.925 -0.463 -7.016
H 1.670 -2.629 -4.594
H 3.959 -8.098 2.421
H -3.897 -5.793 4.163
H -0.100 0.899 -6.637
H 9.471 -2.279 4.490
H 2.978 -2.178 3.884
H 9.106 2.221 -4.455
H -7.002 -1.268 1.067
H 4.053 5.126 4.852
H -1.840 5.466 -2.253
H 1.177 1.251 3.259
H 1.003 3.819 0.417
H 1.032 -2.802 -3.032
H 4.858 -0.330 1.739
H -1.297 -3.535 -2.766
H -0.330 6.097 -2.712
H -2.727 7.477 2.268
H -5.263 -4.927 3.530
H 4.674 0.013 -1.739
H 4.745 -3.105 0.572
H 6.037 -3.679 -0.452
H 3.106 -2.326 2.145
H 1.600 -2.780 3.001
H -4.882 -5.491 -1.863
H 1.515 -4.254 -3.917
H -0.474 4.989 -1.268
H -5.147 -6.591 -0.518
H -5.063 4.330 0.569
H -3.672 -4.205 -6.398
H -2.336 -4.330 -5.303
H 3.895 1.482 -1.667
H 4.719 -4.779 -0.100
H 5.524 -0.023 3.283
H -5.768 -0.052 1.433
H 2.532 3.638 -0.289
H -3.107 -0.856 0.976
H 0.339 -0.190 -5.351
H 6.105 0.920 1.876
H 10.341 -1.068 3.660
H -1.956 -4.583 -6.959
H -2.291 -2.059 -2.424
H 7.450 2.175 -5.125
H 1.744 5.297 -0.030
H -2.378 2.963 6.215
H -2.709 -3.198 -3.666
H -9.774 4.829 -2.901
H -1.980 9.017 2.463
H 2.497 -7.613 1.632
H -8.531 3.930 -3.899
H -6.463 3.269 0.783
H 4.756 0.825 -0.255
H 4.066 -7.053 1.048
H -1.054 7.497 2.856
H -4.443 -6.053 2.466
H -4.167 0.269 -4.037
H -5.386 -4.801 -0.354
H -1.763 -0.556 2.084
H -7.414 0.428 0.874
H -8.701 5.657 -4.080
H -3.224 0.617 -2.571
H 1.514 -0.439 3.772
H 8.217 3.638 -4.312
H -3.402 -0.563 2.648
H -4.248 1.893 -3.208
H -5.361 3.118 -0.666
H 4.433 3.658 4.069
H 4.363 5.132 3.108
H -2.964 1.358 6.671
H -2.093 2.392 7.874
H -0.029 0.037 3.062
H 10.421 -2.792 3.077
```

* orbital gap: 0.20575 Eh
* multiplicity: 1
* HOMO energy: -13.38 eV
* charge: +2
* lowest unoccupied orbital energy: -7.786 eV
* E_tot: -153904.8872 eV

---

6.
Formula: CH2N2S2
Source: the OMol25 dataset
Level of theory: ωB97M-V/def2-TZVPD

The geometry in XYZ format:
```
7
Properties=species:S:1:pos:R:3
S -2.095 -1.205 -0.332
S 2.959 0.438 0.243
N -1.228 -0.705 0.850
N 0.642 1.053 -1.049
C 1.609 0.691 -0.427
H -1.532 -1.051 1.677
H -0.355 0.780 -0.961
```

* orbital gap (spin up / spin down): 0.27080 / 0.27092 Eh
* multiplicity: 1
* HOMO energy (spin up / spin down): -9.23 / -9.23 eV
* energy relative to the best compared isomer or geometry (same formula, charge and spin): 37.4 kcal per mole
* lowest unoccupied orbital energy (spin up / spin down): -1.859 / -1.857 eV
* E_tot: -25717.5914 eV

---

Question: Look up the E_tot of the second one.
Answer: -20587.7320 eV

---

Question: Among the records above, which one has the highest multiplicity?
Answer: C23H32GdN8O3S2

---

Question: Which of these has the highest E_tot?
Answer: CH4N2

---

Question: Which of these has the lowest E_tot?
Answer: C40H72BHgKO44